[1]
The following is a quantum chemistry calculation of a molecular structure, C44H35NNiO2P2S2Si, from the OMol25 dataset.

```
! RIJCOSX wB97M-V def2-TZVPD def2/J DEFGRID3
* xyz 0 3
Ni -0.51931 -0.04558 0.21895
C 1.85394 2.75474 -0.57843
Si 1.16592 1.04711 -0.91423
C 0.65987 0.97995 -2.74757
C 1.36985 1.63957 -3.75995
C 1.00410 1.52665 -5.08894
C -0.09786 0.75551 -5.45025
C -0.82543 0.10660 -4.47197
C -0.44495 0.21510 -3.13220
P -1.43991 -0.53996 -1.81076
C -1.60347 -2.30157 -2.21990
C -0.77638 -2.93568 -3.14148
C -0.87338 -4.30901 -3.33728
C -1.78889 -5.05330 -2.60997
C -2.60099 -4.42866 -1.66991
C -2.50245 -3.06284 -1.46872
C -3.08353 0.18100 -2.11013
C -3.29192 1.48833 -1.67236
C -4.51031 2.10964 -1.88717
C -5.53055 1.43180 -2.54232
C -5.32644 0.13530 -2.98848
C -4.10608 -0.49112 -2.77164
C 2.64629 -0.15919 -0.87994
C 3.83435 0.08439 -1.57480
C 4.86755 -0.83952 -1.58664
C 4.74171 -2.03585 -0.89037
C 3.58522 -2.29599 -0.17447
C 2.55188 -1.36095 -0.16729
P 1.05502 -1.57570 0.83824
C 0.96609 -3.36088 1.16567
C 0.50656 -4.19286 0.14593
C 0.46995 -5.56589 0.32721
C 0.88002 -6.11830 1.53365
C 1.32543 -5.29494 2.55659
C 1.36855 -3.91875 2.37644
C 1.48329 -0.82289 2.44406
C 0.49070 -0.77323 3.42662
C 0.72903 -0.13789 4.63373
C 1.96421 0.44966 4.87485
C 2.95616 0.39644 3.90850
C 2.71767 -0.23093 2.69213
H 2.69367 2.97421 -1.24361
H 1.09050 3.52009 -0.72688
H 2.20768 2.82897 0.45135
H 2.22349 2.25669 -3.50348
H 1.57202 2.04451 -5.85180
H -0.39267 0.67811 -6.48872
H -1.70269 -0.47019 -4.74379
H -0.05145 -2.36184 -3.70443
H -0.22967 -4.79394 -4.05963
H -1.86748 -6.12126 -2.76889
H -3.30504 -5.00915 -1.08818
H -3.11894 -2.58133 -0.71710
H -2.50532 2.01669 -1.14608
H -4.66895 3.11688 -1.52556
H -6.48609 1.91465 -2.70082
H -6.11653 -0.39309 -3.50607
H -3.95790 -1.50543 -3.12006
H 3.95291 1.00846 -2.12994
H 5.77206 -0.63234 -2.14486
H 5.54670 -2.75940 -0.89917
H 3.49168 -3.22023 0.38330
H 0.17823 -3.76701 -0.79480
H 0.11691 -6.20250 -0.47371
H 0.84955 -7.19078 1.67683
H 1.64485 -5.72219 3.49827
H 1.72153 -3.28128 3.17659
H -0.47680 -1.22493 3.23922
H -0.05639 -0.08371 5.37770
H 2.14775 0.95643 5.81279
H 3.92073 0.84960 4.09663
H 3.49016 -0.24504 1.93341
O -0.07735 3.42395 4.42449
S -1.46089 3.26288 4.08487
O -2.32329 4.40587 4.08264
N -1.58170 2.46574 2.63156
C -2.10293 1.29737 2.78388
S -2.37071 0.17631 1.49276
C -2.48262 0.93286 4.18717
C -3.05606 -0.23060 4.66716
C -3.30089 -0.32421 6.03259
C -2.97840 0.72307 6.89194
C -2.40236 1.89273 6.40682
C -2.16761 1.96276 5.05001
H -3.30914 -1.03462 3.98812
H -3.74861 -1.22342 6.43479
H -3.17816 0.62578 7.95107
H -2.14274 2.71024 7.06570
*
```

Values from the calculation:
energy relative to the best compared isomer or geometry (same formula, charge and spin): 0.0 kcal/mol
total energy: -5179.88510 a.u.
gap between HOMO and LUMO (alpha / beta): 7.16 / 7.63 eV
expectation value of S²: 2.013

=====

[2]
The following is a quantum chemistry calculation of a molecular structure, C44H36F5N6O7STa at a distorted geometry, from the OMol25 dataset.

```
! RIJCOSX wB97M-V def2-TZVPD def2/J DEFGRID3
* xyz 2 1
Ta 0.41238 -0.16548 -0.30651
F 6.47557 1.51125 2.71516
C 5.60647 1.13933 1.79617
C 4.26891 0.97423 2.13324
F 3.83339 1.18531 3.37236
C 3.40339 0.58366 1.14020
F 2.06696 0.42878 1.43486
C 3.77109 0.34456 -0.16364
S 2.59820 -0.22541 -1.33966
C 5.11269 0.51443 -0.48142
F 5.53127 0.29032 -1.71783
C 6.02446 0.91065 0.48856
F 7.29644 1.06686 0.17495
C 1.22570 3.29197 2.39556
C -0.04046 3.55639 1.62319
C -0.39083 4.88972 1.42127
C -1.57512 5.24094 0.79988
C -2.44622 4.24909 0.38349
C -2.12756 2.90260 0.52645
C -3.14797 1.88159 0.12032
C -0.89681 2.57263 1.10843
N -0.53375 1.15840 1.28623
C -0.68658 0.66895 2.46917
C -1.30791 1.36965 3.62241
C -0.24052 -0.76139 2.67993
C -0.21988 -1.30147 4.06391
N 0.10762 -1.40222 1.62306
C 0.24457 -2.84934 1.72841
C -0.89918 -3.61189 2.00239
C -2.24519 -3.06273 2.38460
C -0.76298 -4.99988 1.98979
C 0.45729 -5.60400 1.77349
C 1.58982 -4.82315 1.59776
C 1.50573 -3.43986 1.57403
C 2.75649 -2.62059 1.47569
H 2.08510 3.70293 1.86509
H 1.42692 2.23869 2.57495
H 1.17246 3.79429 3.36240
H 0.27657 5.65947 1.78873
H -1.83519 6.28387 0.67598
H -3.40008 4.51452 -0.05495
H -3.97721 2.36434 -0.39510
H -3.56697 1.36526 0.98850
H -2.74797 1.13725 -0.56203
H -1.70008 2.34448 3.35588
H -0.57701 1.48261 4.42635
H -2.11395 0.74793 4.01888
H 0.39362 -0.64030 4.68170
H 0.19193 -2.30577 4.09195
H -1.21812 -1.31132 4.50293
H -2.38441 -2.01147 2.14512
H -2.40451 -3.19531 3.45747
H -3.03037 -3.61169 1.87097
H -1.64088 -5.60601 2.17486
H 0.53691 -6.68243 1.77681
H 2.56024 -5.29121 1.49321
H 3.63228 -3.26545 1.43197
H 2.87299 -1.96422 2.34143
H 2.77005 -2.01065 0.57370
O -0.78403 6.83883 -3.89530
N -1.51248 5.89843 -4.09568
O -2.51298 5.88838 -4.76766
C -1.14003 4.62115 -3.44215
C -0.02991 4.59067 -2.62818
C 0.28489 3.40117 -1.99819
C -0.48664 2.24250 -2.15941
O -0.16906 1.11634 -1.54088
C -1.57921 2.32166 -3.02973
C -1.91574 3.50482 -3.66539
N -2.43158 1.14470 -3.31102
O -2.22663 0.13194 -2.66333
O -3.34997 1.30238 -4.07348
N 1.44853 3.40831 -1.10973
O 2.15530 4.38012 -1.09675
O 1.64426 2.41938 -0.41077
H 0.57343 5.47450 -2.48425
H -2.77080 3.54801 -4.32432
C 1.86515 -3.22905 -4.50418
C 0.86165 -2.28706 -4.67713
C 0.16960 -1.79601 -3.57890
C 0.50628 -2.25349 -2.31225
C 1.49723 -3.20994 -2.12848
C 2.17649 -3.69607 -3.23227
N -0.24395 -1.77217 -1.15848
C -1.52942 -2.37880 -0.98000
C -1.78428 -3.67482 -1.41790
C -3.06092 -4.19652 -1.28505
C -4.08655 -3.43923 -0.73299
C -3.82674 -2.15281 -0.28797
C -2.54828 -1.63182 -0.40731
H 2.40174 -3.60856 -5.36275
H 0.61023 -1.93763 -5.66906
H -0.63434 -1.08035 -3.69706
H 1.72044 -3.57238 -1.13374
H 2.94661 -4.44448 -3.10378
H -0.99803 -4.26497 -1.86783
H -3.26006 -5.20062 -1.63406
H -5.08516 -3.84775 -0.66308
H -4.61967 -1.55033 0.13582
H -2.36514 -0.61214 -0.08792
*
```

Values from the calculation:
energy relative to the best compared isomer or geometry (same formula, charge and spin): 5.2 kcal/mol
total energy: -3507.32462 a.u.
gap between HOMO and LUMO: 6.05 eV

=====

[3]
The following is a quantum chemistry calculation of a molecular structure, C44H36FeN7O5, from the OMol25 dataset.

```
! RIJCOSX wB97M-V def2-TZVPD def2/J DEFGRID3
* xyz -1 5
Fe -0.67339 0.29269 0.72715
O 2.25008 -2.94064 -0.04644
C 1.37331 -3.95589 0.02865
C 1.88134 -5.24952 -0.11698
C 1.04494 -6.34583 -0.05142
C -0.32037 -6.17702 0.16445
C -0.82420 -4.89974 0.31611
C -0.00175 -3.77390 0.25250
C -0.57257 -2.42051 0.44572
O 0.22854 -1.39491 0.24458
N -1.81897 -2.29609 0.80754
N -2.07458 -0.95575 0.97129
C -3.27953 -0.50347 1.28407
C -3.36067 0.88951 1.41779
C -4.54404 1.61138 1.72534
C -4.51265 2.96983 1.80653
C -3.29288 3.65530 1.57848
C -2.17817 2.90813 1.29638
N -2.16713 1.57220 1.21099
H 1.73757 -2.10697 0.08691
H 2.94511 -5.35916 -0.28037
H 1.45948 -7.34036 -0.16326
H -0.97952 -7.03389 0.21363
H -1.87888 -4.73566 0.49198
H -4.11796 -1.17625 1.41647
H -5.46185 1.05945 1.88357
H -5.41479 3.52375 2.03612
H -3.22668 4.73191 1.63467
H -1.22698 3.39470 1.11727
C 1.66276 7.53561 -0.28626
O 1.73518 6.19712 0.15786
C 2.49871 5.93800 1.26190
C 3.18712 6.89560 1.98670
C 3.95203 6.51377 3.08592
C 4.03925 5.18139 3.44299
C 3.36081 4.21485 2.71007
C 2.57129 4.58223 1.62883
N 1.87440 3.66966 0.82367
C 1.30710 2.47535 1.19143
N 1.22409 2.24925 2.53278
C 0.91016 0.98208 3.07920
C 1.77270 -0.12470 2.81628
C 1.35140 -1.38362 3.31079
C 0.22404 -1.50194 4.08884
C -0.54510 -0.38863 4.43512
C -0.18169 0.84648 3.92568
O -0.92191 1.98156 4.21731
C -0.72109 2.44840 5.54099
N 0.84114 1.61998 0.33143
C 1.20231 1.65518 -1.03429
C 2.50124 1.84568 -1.48812
C 2.79769 1.80247 -2.84385
C 1.79596 1.54160 -3.76101
C 0.49711 1.29663 -3.32738
C 0.20546 1.34242 -1.97533
O -1.02537 1.07712 -1.44035
C -2.00676 0.42920 -2.23444
H 1.02234 7.52838 -1.16390
H 2.65159 7.91448 -0.55798
H 1.22266 8.18215 0.47769
H 3.13438 7.93754 1.70585
H 4.48610 7.26800 3.64822
H 4.65072 4.87692 4.28128
H 3.44475 3.16935 2.97169
H 1.67224 3.97363 -0.11651
H 0.97608 3.05964 3.08203
H 1.94932 -2.25280 3.07234
H -0.07026 -2.48070 4.44533
H -1.43584 -0.47571 5.04109
H -1.40059 3.28640 5.68679
H 0.31208 2.78459 5.68936
H -0.93997 1.66684 6.27272
H 3.29258 1.98372 -0.76643
H 3.81998 1.94152 -3.16791
H 2.01879 1.49939 -4.81875
H -0.27028 1.04602 -4.04488
H -2.20460 0.98288 -3.15366
H -2.90593 0.40559 -1.62345
H -1.69161 -0.59126 -2.46561
N 9.99894 1.19208 -1.58631
C 8.98291 1.03127 -1.05649
C 7.73698 0.83600 -0.40961
C 7.19208 -0.46208 -0.25065
C 5.99519 -0.65472 0.37608
C 5.24214 0.44646 0.89381
C 5.80767 1.75106 0.72668
C 7.00812 1.93370 0.09882
C 4.02906 0.25818 1.53756
C 2.96326 0.06009 2.11392
H 7.73866 -1.31091 -0.64336
H 5.58080 -1.64961 0.47085
H 5.27477 2.60709 1.11728
H 7.41478 2.93241 -0.00972
*
```

Values from the calculation:
energy relative to the best compared isomer or geometry (same formula, charge and spin): 3.0 kcal/mol
total energy: -3721.51220 a.u.
gap between HOMO and LUMO (alpha / beta): 3.80 / 6.74 eV
expectation value of S²: 6.073